Here is a 6-piece molecular cluster, C53H115BrNO2 overall from OMol25. Energies are from ωB97M-V with the def2-TZVPD basis set.

The expectation value of S² is 0.7542. As for the total charge: 0. Its spin multiplicity is 2. The gap between HOMO and LUMO (alpha / beta) comes out at 8.8 / 10.0 eV.

Each line ends with the Mulliken charge.
Element x y z (Å)
C: 12.10911 1.56243 2.71398  -0.6913
O: 11.08082 1.77172 3.66457  -0.3809
C: 9.78791 1.53811 3.10600  -0.7361
C: 9.17659 2.85086 2.66262  -0.3599
C: 7.80445 2.69009 1.98452  -0.8766
C: 6.65083 3.36436 2.75687  -0.6821
C: 6.24186 4.73174 2.17051  -1.0087
C: 4.75211 4.82079 1.85135  -0.5313
C: 3.89467 4.98721 3.09278  -0.6679
C: 2.44174 5.32347 2.76788  -0.9200
C: 1.83777 4.28615 1.81811  -0.2292
C: 0.31426 4.32921 1.74396  -2.6628
C: -0.35062 3.00373 1.27543  4.4604
C: 0.39864 2.57185 -0.01440  -2.0469
C: -0.39418 1.78686 -1.04047  0.1022
C: 0.49836 1.56971 -2.28696  -0.9332
Br: 0.96238 -0.32467 -2.47104  -0.2093
C: -0.07708 1.95884 2.40716  -2.3177
C: -1.27623 1.13026 2.92018  2.3424
C: -0.77159 -0.30854 3.16503  -1.7248
C: -1.75426 1.63525 4.28827  -2.2213
N: -2.37427 1.02775 1.94472  1.0825
O: -2.20747 0.12098 1.04974  -0.7385
C: -2.91883 2.30483 1.44851  2.2631
C: -3.91665 2.93310 2.43586  -1.9371
C: -3.75469 1.98841 0.19320  -1.8232
C: -1.84155 3.35377 1.05892  -3.3186
H: 12.30523 0.50020 2.58256  0.2691
H: 11.82357 1.97795 1.74583  0.3081
H: 13.00716 2.08149 3.02620  0.2686
H: 9.18763 1.09347 3.89584  0.3106
H: 9.84717 0.83400 2.27814  0.4057
H: 9.12871 3.50721 3.52379  0.3333
H: 9.87752 3.31234 1.96971  0.2635
H: 7.58066 1.62942 1.89981  0.4377
H: 7.87473 3.11490 0.98897  0.4006
H: 5.81242 2.67708 2.80287  0.4221
H: 7.01851 3.54303 3.76155  0.3366
H: 6.49488 5.51152 2.88510  0.3178
H: 6.80874 4.91934 1.26255  0.4768
H: 4.48021 3.91936 1.30913  0.2116
H: 4.58445 5.64024 1.15132  0.4452
H: 3.91697 4.03381 3.61768  0.2735
H: 4.31626 5.78338 3.70166  0.4541
H: 2.39055 6.28949 2.26997  0.3019
H: 1.85556 5.37928 3.68090  0.3803
H: 2.20951 3.29161 2.05238  0.6409
H: 2.21201 4.50852 0.82478  0.4111
H: -0.07981 4.60627 2.72077  0.3056
H: -0.01829 5.09680 1.04497  0.7310
H: 0.74666 3.47451 -0.51790  0.7349
H: 1.29597 2.02835 0.25472  0.0509
H: -1.26715 2.31798 -1.39089  0.0579
H: -0.64778 0.79835 -0.68835  0.3405
H: 0.00299 1.88576 -3.19060  0.4524
H: 1.43852 2.08919 -2.19608  0.4058
H: 0.31163 2.49920 3.26456  0.5755
H: 0.70921 1.27544 2.11752  0.1939
H: -1.59162 -1.01096 3.26186  0.0981
H: -0.15486 -0.64086 2.33965  0.2288
H: -0.13437 -0.30969 4.04182  0.5816
H: -1.89129 2.71079 4.31796  0.2708
H: -1.06261 1.28372 5.04088  0.6862
H: -2.70938 1.16308 4.50745  0.2784
H: -4.61477 3.56609 1.91174  0.6248
H: -3.40608 3.51742 3.19105  0.3391
H: -4.46101 2.13640 2.94049  0.1426
H: -3.15639 1.72892 -0.66582  0.1341
H: -4.51960 1.25395 0.41766  0.1797
H: -4.27351 2.91263 -0.05152  0.6680
H: -2.00428 3.67810 0.03961  0.3240
H: -2.02427 4.23674 1.66320  0.6212
C: -0.24405 -3.18392 -0.17507  -0.6610
C: -0.13806 -3.83573 -1.55200  -0.2852
C: -0.53186 -5.31166 -1.56010  -0.7134
C: 0.34313 -6.21928 -0.69361  -0.8029
C: 1.83161 -6.19192 -1.03607  -0.4578
C: 2.13255 -6.66578 -2.45390  -0.8119
H: 0.43676 -3.64612 0.54289  0.3057
H: 0.00866 -2.12502 -0.23071  -0.1328
H: -1.25989 -3.26388 0.21741  0.3394
H: 0.87715 -3.71381 -1.94183  0.2723
H: -0.79712 -3.30226 -2.24226  0.3623
H: -0.52113 -5.67378 -2.59278  0.1627
H: -1.56827 -5.40530 -1.22048  0.4041
H: -0.02388 -7.24655 -0.78820  0.4336
H: 0.21825 -5.95299 0.35978  0.2935
H: 2.36148 -6.83477 -0.32784  0.3626
H: 2.23500 -5.18565 -0.89350  0.2742
H: 1.76739 -7.68313 -2.61185  0.3126
H: 3.20778 -6.66355 -2.64030  0.4392
H: 1.66830 -6.01758 -3.19888  -0.0861
C: 0.35788 -5.05622 -6.19304  -0.8600
C: 0.45756 -5.69246 -7.57575  -0.4164
C: 0.08092 -7.17283 -7.58627  -0.7651
C: 0.97465 -8.06959 -6.72745  -0.4851
C: 2.46081 -8.02604 -7.07850  -0.2870
C: 2.76544 -8.50278 -8.49552  -1.2735
H: 1.05204 -5.51901 -5.48960  -0.0269
H: 0.59953 -3.99335 -6.24072  0.4161
H: -0.65238 -5.15363 -5.78987  0.3173
H: 1.46705 -5.55344 -7.97196  0.2493
H: -0.21391 -5.16190 -8.25618  0.3438
H: 0.08629 -7.53238 -8.61928  0.3142
H: -0.95102 -7.27985 -7.23728  0.3739
H: 0.61943 -9.10113 -6.81811  0.3935
H: 0.85403 -7.80345 -5.67312  0.1123
H: 3.00058 -8.66033 -6.37031  0.3613
H: 2.85265 -7.01460 -6.93986  0.2491
H: 2.41285 -9.52526 -8.64624  0.3057
H: 3.84016 -8.48937 -8.68293  0.3862
H: 2.29408 -7.86662 -9.24617  0.2866
C: -2.41509 -3.56775 8.86382  -1.2056
C: -2.49619 -4.05158 7.41875  -0.5928
C: -1.93963 -3.04885 6.40958  -0.8127
C: -2.67562 -1.70928 6.35790  0.3675
C: -4.16955 -1.80453 6.05014  -0.5630
C: -4.46818 -2.41082 4.68234  -0.8805
H: -3.01329 -2.66918 9.02282  0.2859
H: -2.78772 -4.33291 9.54639  0.3874
H: -1.38327 -3.34380 9.14220  0.2924
H: -3.53155 -4.30238 7.17310  0.2559
H: -1.92665 -4.98034 7.32870  0.3995
H: -1.94587 -3.50633 5.41617  0.3114
H: -0.88777 -2.85564 6.64355  0.5113
H: -2.19727 -1.08179 5.59815  -0.6262
H: -2.54369 -1.18216 7.30753  0.4206
H: -4.59349 -0.79693 6.08891  0.3921
H: -4.68198 -2.37928 6.82656  0.3589
H: -3.99350 -1.82961 3.88788  0.0283
H: -5.54307 -2.41798 4.49427  0.3290
H: -4.11439 -3.44033 4.61020  0.3441
C: -7.14106 -0.55448 2.09739  -1.0995
C: -7.59953 0.35499 0.96292  -0.5114
C: -8.04308 1.73799 1.43615  -0.1589
C: -9.25926 1.74376 2.36354  -0.8572
C: -10.51434 1.09287 1.78446  -0.4492
C: -11.03877 1.79034 0.53294  -1.1902
H: -7.94194 -0.76982 2.80679  0.3927
H: -6.78971 -1.50766 1.69957  0.4360
H: -6.31249 -0.09479 2.64183  0.1066
H: -8.39873 -0.12475 0.39179  0.4201
H: -6.75980 0.47593 0.27331  0.3193
H: -8.24837 2.36215 0.56150  0.3629
H: -7.20873 2.21882 1.95834  -0.0415
H: -9.48839 2.78109 2.62800  0.3977
H: -9.00463 1.24513 3.30314  0.3430
H: -11.29509 1.10932 2.54946  0.3890
H: -10.32658 0.03835 1.56480  0.2372
H: -11.26606 2.83857 0.73807  0.2912
H: -11.95472 1.31280 0.18206  0.3850
H: -10.31622 1.75264 -0.28365  0.2807
C: 0.29986 5.24453 -4.60173  -1.2218
C: 1.62806 4.49637 -4.67621  0.0971
C: 2.63473 5.13387 -5.63143  -0.9219
C: 2.19367 5.17880 -7.09520  -0.7728
C: 1.85504 3.82049 -7.70768  -0.3414
C: 3.03626 2.85528 -7.73774  -1.1931
H: -0.21485 5.25018 -5.56352  0.3251
H: -0.36743 4.77210 -3.87766  0.3220
H: 0.45243 6.27981 -4.29028  0.3136
H: 1.44697 3.45425 -4.95447  0.1420
H: 2.07078 4.47471 -3.67574  0.2472
H: 3.58447 4.59752 -5.55292  0.3432
H: 2.84028 6.15692 -5.30073  0.3990
H: 2.99167 5.64336 -7.68280  0.4024
H: 1.32639 5.83757 -7.19597  0.3062
H: 1.50624 3.98172 -8.73101  0.3701
H: 1.02020 3.36080 -7.17132  0.2379
H: 3.87127 3.27994 -8.29888  0.3018
H: 2.75397 1.91747 -8.21795  0.3738
H: 3.38847 2.61541 -6.73335  0.2787


Here is C6H9N as an isolated structure from OMol25. Energies are from ωB97M-V with the def2-TZVPD basis set.

As for the total charge: 0. Its relative energy (zero: lowest compared OMol25 entry of this formula, charge and spin) is 114.7 kcal per mole. The gap between HOMO and LUMO comes out at 8.4 eV.

Each line ends with the natural charge from an NBO analysis.
Element x y z (Å)
C: -0.30173 1.71441 0.21091  -0.6666
C: -0.45140 0.47945 -0.62007  0.2382
C: 0.46279 -0.04649 -1.47012  -0.4247
C: 0.76545 -0.97253 0.32596  -0.0607
C: 1.87975 -0.96570 0.87033  -0.3061
C: -0.65506 -1.33024 0.59333  -0.2964
N: -1.47435 -0.42426 -0.25012  -0.6313
H: 0.72357 2.08874 0.19174  0.2358
H: -0.57961 1.55634 1.26478  0.2202
H: -0.98425 2.45102 -0.21326  0.2310
H: 1.37817 0.47734 -1.70360  0.2203
H: 0.18952 -0.89134 -2.09688  0.2342
H: 2.86911 -0.68261 0.58901  0.2115
H: -0.83304 -2.38353 0.37574  0.2150
H: -0.77162 -1.10293 1.65468  0.2112
H: -2.21730 0.03231 0.27758  0.3683


Taking the records one at a time from the top gives calculated total energy values of -132452.88526; -7853.18627 eV.
Taking the records one at a time from the top gives strongest force on any atom values of 1.7; 2.3 eV/A.